w.
{"formula": "C10H18N4O5", "method": "wB97M-V/def2-TZVPD", "spin_multiplicity": 1, "gap_ev": 9.75, "smiles": "NC(=O)CC[C@H](NC(=O)[C@@H](N)CCC(N)=O)C(=O)O", "symbols": ["O", "O", "O", "O", "O", "N", "N", "N", "N", "C", "C", "C", "C", "C", "C", "C", "C", "C", "C", "H", "H", "H", "H", "H", "H", "H", "H", "H", "H", "H", "H", "H", "H", "H", "H", "H", "H"], "coordinates": [[-1.06258, 2.03224, -0.36358], [0.46468, -0.68096, 3.44610], [-1.67672, -0.92124, 4.04000], [-0.52740, -3.49694, 2.92821], [0.13279, 3.69708, -2.49352], [1.07256, -3.62090, 1.47160], [2.39412, 1.22950, 0.63439], [-0.18762, 0.25535, 0.93304], [-0.61652, 2.58258, -4.42408], [-0.68879, -0.59396, 3.14654], [1.33391, 1.74934, -0.28807], [0.02469, 2.70096, -3.15493], [-1.30235, -0.22357, 1.77735], [0.56340, 1.32187, -2.83152], [-1.07653, -2.66690, 0.66540], [-2.10721, -1.43515, 1.11772], [-0.18655, -3.25383, 1.80100], [1.64203, 1.26175, -1.73997], [-0.11647, 1.34603, 0.17427], [-2.49023, -0.54142, 3.71219], [3.35104, 1.59964, 0.52134], [0.71641, 0.76783, -3.80890], [1.61833, -3.36805, 2.23715], [2.15276, 0.20328, -1.79523], [-0.40699, 0.79002, -2.61445], [1.23637, -3.20559, 0.57948], [2.49239, 1.93767, -2.01597], [-2.86672, -1.77552, 1.96165], [-1.04716, 3.38237, -4.83407], [1.29333, 2.85643, -0.20459], [-2.00477, 0.55368, 2.05466], [-0.37262, -2.35521, -0.13570], [-0.47869, 1.84351, -5.02675], [-1.74393, -3.51477, 0.20357], [0.67098, 0.33857, 1.51314], [-2.57452, -0.96818, 0.22636], [2.37457, 0.17249, 0.58616]], "lowdin_charge": [0.014, 0.138, 0.108, 0.076, 0.088, 0.169, 0.012, 0.114, 0.136, -0.470, -0.283, -0.514, -0.203, -0.150, -0.060, -0.058, -0.575, -0.144, -0.390, 0.093, 0.088, 0.123, 0.093, 0.137, 0.130, 0.077, 0.121, 0.147, 0.089, 0.152, 0.148, 0.089, 0.047, 0.145, 0.114, 0.111, 0.090]}

x.
{"formula": "C10H18N4O5", "method": "wB97M-V/def2-TZVPD", "spin_multiplicity": 1, "gap_ev": 10.25, "smiles": "NC(=O)CC[C@H](NC(=O)[C@@H](N)CCC(N)=O)C(=O)O", "symbols": ["O", "O", "O", "O", "O", "N", "N", "N", "N", "C", "C", "C", "C", "C", "C", "C", "C", "C", "C", "H", "H", "H", "H", "H", "H", "H", "H", "H", "H", "H", "H", "H", "H", "H", "H", "H", "H"], "coordinates": [[-0.17317, 0.66372, -1.77053], [1.41378, 2.08210, -1.19034], [-2.15294, -1.03825, 1.77514], [-2.16940, -1.17790, -1.39216], [4.59023, -1.80263, 0.69050], [5.77570, -0.25735, -0.44297], [-0.19872, -0.41761, 0.85324], [-1.13556, 2.32516, 1.06096], [-3.96570, -2.32602, -0.64475], [0.71494, 1.14741, -0.90524], [2.14699, -0.50993, 0.31221], [-3.92483, 0.08218, -0.30763], [4.63772, -0.72734, 0.13771], [-1.46436, -0.14412, 1.29616], [-2.10222, 1.24202, 1.13514], [-2.97815, 1.26274, -0.13875], [-3.24655, -1.18352, -0.80750], [3.45000, 0.22011, 0.04597], [0.92487, 0.40929, 0.42854], [3.57887, 1.02875, 0.77059], [6.59337, -0.83325, -0.42854], [1.12911, 1.18702, 1.14317], [-4.45248, -0.11260, 0.61907], [1.95816, -1.24785, -0.48545], [-1.51782, 3.17816, 0.60066], [-3.48038, -3.16854, -0.86773], [-2.32594, 1.32386, -1.03426], [2.25710, -1.07966, 1.24973], [-2.80234, 1.29536, 1.97898], [-4.68212, -2.38034, 0.07677], [3.42097, 0.70647, -0.89925], [-0.71241, -0.09236, -1.37982], [-4.68555, 0.33846, -1.08054], [0.01828, -1.38612, 0.99566], [-0.85123, 2.61567, 2.00427], [-3.58652, 2.18292, -0.10278], [5.79260, 0.56555, -1.02637]], "lowdin_charge": [0.105, 0.099, 0.050, 0.038, 0.058, 0.156, 0.132, 0.061, 0.176, -0.518, -0.133, -0.112, -0.541, -0.428, -0.299, -0.141, -0.520, -0.110, -0.231, 0.138, 0.102, 0.136, 0.115, 0.144, 0.110, 0.106, 0.118, 0.131, 0.148, 0.118, 0.100, 0.083, 0.139, 0.142, 0.100, 0.124, 0.105]}

Which of them is most stable, and which least? Most stable: x; least stable: w.

w.
{"formula": "C3H4N2S", "method": "wB97M-V/def2-TZVPD", "spin_multiplicity": 1, "gap_ev": 8.46, "symbols": ["S", "N", "N", "C", "C", "C", "H", "H", "H", "H"], "coordinates": [[1.55240, 0.36757, -2.47266], [-0.03941, 0.49501, 1.42148], [-0.28778, -0.49612, -0.75835], [0.82402, 1.17612, 0.83583], [0.70686, 0.29446, -1.09576], [-0.76394, -0.53748, 0.66899], [1.58827, 1.77714, 1.15201], [-0.77040, -1.49290, 1.08458], [-1.93067, -0.48735, 0.59155], [-0.87936, -1.09645, -1.42765]], "lowdin_charge": [0.557, 0.000, -0.083, 0.065, -0.803, -0.195, 0.049, 0.083, 0.145, 0.181]}

x.
{"formula": "C3H4N2S", "method": "wB97M-V/def2-TZVPD", "spin_multiplicity": 1, "gap_ev": [7.90, 7.90], "symbols": ["S", "N", "N", "C", "C", "C", "H", "H", "H", "H"], "coordinates": [[-1.28273, -3.01068, -1.21464], [-2.23926, -3.89845, -0.57959], [-0.33462, -2.13295, -0.06845], [-0.71714, -1.38700, 1.14640], [0.35263, 0.45558, -0.50461], [-0.17921, -0.70665, 0.18821], [-1.21409, -1.57912, 2.05958], [0.14170, 0.38160, -1.57000], [1.43532, 0.49631, -0.36901], [-0.09177, 1.36734, -0.10541]], "lowdin_charge": [0.751, -0.472, -0.347, 0.026, -0.027, -0.292, 0.093, 0.086, 0.093, 0.089]}

Which of them is most stable, and which least? Most stable: w; least stable: x.

w.
{"formula": "C3H4N2S", "method": "wB97M-V/def2-TZVPD", "spin_multiplicity": 1, "gap_ev": 9.41, "smiles": "N#CCC(N)=S", "symbols": ["S", "N", "N", "C", "C", "C", "H", "H", "H", "H"], "coordinates": [[1.24417, -1.24933, -1.82193], [-0.78807, -1.09740, -0.21875], [-1.25904, 1.59815, 1.64687], [0.68567, 0.69025, 0.11141], [0.32963, -0.57611, -0.63805], [-0.38723, 1.27604, 0.93728], [-1.03595, -1.98384, -0.61004], [1.07108, 1.44065, -0.57760], [1.50895, 0.42723, 0.76583], [-1.36921, -0.52565, 0.40499]], "lowdin_charge": [0.633, 0.092, 0.154, -0.176, -0.943, -0.210, 0.103, 0.119, 0.127, 0.101]}

x.
{"formula": "C3H4N2S", "method": "wB97M-V/def2-TZVPD", "spin_multiplicity": 1, "gap_ev": 9.14, "smiles": "Sc1cn[nH]c1", "symbols": ["S", "N", "N", "C", "C", "C", "H", "H", "H", "H"], "coordinates": [[1.69986, -0.28667, -1.17076], [-1.15743, 0.51489, 1.67445], [-1.80781, 0.19749, 0.59281], [0.29025, -0.09317, -0.09123], [0.17551, 0.40013, 1.23913], [-1.09469, -0.21001, -0.52930], [0.81707, 0.61378, 2.07534], [1.02182, -1.27224, -2.13018], [-2.86798, 0.00928, 0.66475], [-1.63832, -0.33246, -1.46000]], "lowdin_charge": [0.668, 0.012, -0.125, -0.650, -0.155, -0.102, 0.088, -0.029, 0.188, 0.105]}

Which of them is most stable, and which least? Most stable: w; least stable: x.

w.
{"formula": "CH3NO4", "method": "wB97M-V/def2-TZVPD", "spin_multiplicity": 1, "gap_ev": 9.72, "smiles": "O=C=O.ONO", "symbols": ["O", "O", "O", "O", "N", "C", "H", "H", "H"], "coordinates": [[-0.66862, 1.42962, -0.53318], [0.10988, -0.65640, -0.38419], [2.59798, -1.06106, 1.11900], [3.50971, 0.24238, -0.49307], [0.25791, 0.67014, 0.14684], [3.14908, -0.38191, 0.39797], [-1.50882, 1.19107, -0.24802], [1.12164, 1.17279, -0.13638], [0.29543, -1.25768, 0.32851]], "lowdin_charge": [-0.029, -0.051, 0.224, 0.221, -0.140, -0.460, 0.056, 0.115, 0.064]}

x.
{"formula": "CH3NO4", "method": "wB97M-V/def2-TZVPD", "spin_multiplicity": 1, "gap_ev": 10.54, "smiles": "O=CO.O=NO", "symbols": ["O", "O", "O", "O", "N", "C", "H", "H", "H"], "coordinates": [[-1.06840, -1.08538, 0.29349], [0.45185, -0.74543, -2.50500], [1.61919, 0.84414, -1.82810], [0.53928, 0.37460, 0.90629], [0.79669, -0.24077, -1.51470], [-0.55606, 0.11319, 0.48973], [1.86240, 1.35877, -0.96224], [-0.41564, -1.82188, 0.52663], [-1.21213, 0.90208, 0.44140]], "lowdin_charge": [0.080, 0.074, -0.023, 0.028, -0.138, -0.452, 0.146, 0.169, 0.117]}

Which of them is most stable, and which least? Most stable: w; least stable: x.